Formula: C6H12O
Source: OMol25
Level of theory: ωB97M-V/def2-TZVPD

```
19
Properties=species:S:1:pos:R:3:forces:R:3
C -2.282417 0.946515 2.055492 -0.54 -1.99 2.97
C -1.192285 0.789452 1.100641 1.18 -1.03 2.14
C -0.189589 -0.087816 1.289285 0.10 1.67 -0.48
C 0.984579 -0.158854 0.300174 -0.39 1.95 1.00
C 0.620998 -1.086215 -0.891136 -0.35 -1.83 0.89
C 0.975229 -0.525335 -2.241475 0.24 2.51 -1.38
O 2.146078 0.291027 -2.137115 1.53 0.48 0.42
H -2.034641 0.283262 2.994894 -0.81 1.43 -1.50
H -2.723353 1.899713 2.349969 1.10 0.52 0.06
H -3.153495 0.539599 1.605178 -1.06 -1.00 -0.40
H -1.291487 1.514499 0.374702 0.58 0.99 -2.36
H -0.137513 -0.603839 2.263235 -0.13 -0.08 -0.72
H 1.256811 0.911936 -0.000120 -0.89 -1.40 -0.14
H 1.905020 -0.344705 0.913510 -0.64 -0.89 -0.96
H 1.209228 -1.989495 -0.683011 0.06 -0.07 -0.50
H -0.464414 -1.512085 -0.838732 1.73 1.31 -0.14
H 1.275668 -1.172554 -3.061201 -1.14 -0.94 0.19
H 0.256976 0.272364 -2.629127 -0.01 -1.60 0.53
H 2.838605 0.032539 -2.765155 -0.57 -0.04 0.38
```
Positions in Å, forces in eV/Å.

Summary:
Orbital gap: 9.78 eV
Total charge: 0
Structure (SMILES): C/C=C/CCCO
LUMO: 0.95 eV
2S+1: 1
Energy above the lowest of the compared OMol25 structures with the same formula, charge and spin: 59.4 kcal per mole
Highest occupied orbital energy: -8.83 eV
Largest force on an atom: 3.617 eV/A
E: -8461.779 eV